Below is a structure of composition C38H41N2OsP2SSe, with properties calculated with ωB97M-V/def2-TZVPD.

Values from the calculation:
E_HOMO ... -14.732 eV
Charge ... +3
Kohn-Sham gap ... 0.1567 Eh
Energy relative to the best compared isomer or geometry (same formula, charge and spin) ... 37.3 kJ/mol

The geometry in XYZ format:
```
86
Properties=species:S:1:pos:R:3:lowdin_charge:R:1
C 1.5301 2.9876 -3.1059 -0.04
H 0.5330 -2.5019 1.6432 0.07
H -3.0759 -2.5052 -0.6997 0.09
C -2.0394 1.4085 3.3036 -0.52
H -2.2747 1.2985 -2.0009 0.02
H 4.2158 0.1531 0.9127 0.08
H -0.5974 -3.5702 -2.8655 0.09
P -0.9003 -0.6568 -0.0872 0.99
H 4.7586 -0.5049 -4.1474 0.13
H 0.7273 -4.2827 -3.7888 0.13
C 2.5275 1.4410 1.3246 -0.32
C -2.3731 -2.9999 -0.0450 -0.07
C 1.5523 -2.7054 -1.4409 -0.06
C 0.2495 -3.3383 -3.5107 -0.01
H 3.4092 0.5456 -4.5616 0.11
C 2.5871 -2.0014 -0.7880 -0.30
H -3.1943 -0.9264 1.5612 0.10
S -3.6422 1.2001 4.1102 0.85
H 4.0130 -2.8538 0.4926 0.13
C -1.7118 -4.9796 1.1607 -0.02
C -3.4429 -0.2135 0.7914 -0.11
C 0.3125 3.6393 -3.1648 0.01
H -5.3795 0.0817 1.6245 0.12
C 2.9707 3.2680 2.8339 -0.02
H 2.6355 4.1431 3.3740 0.13
C -5.1016 1.2325 -0.1716 -0.01
H 0.0981 4.3005 -3.9949 0.14
H -4.5198 2.2410 -1.9744 0.12
C 3.8531 1.0269 1.4290 -0.07
N -0.0489 0.2331 1.1560 -0.33
H -3.4780 -4.8288 -0.0472 0.13
H -1.0313 -0.1157 4.4383 0.13
C -4.2145 1.5627 -1.1886 -0.03
H 1.0697 2.9402 1.9147 0.12
C -0.3899 2.6701 -1.0726 -0.09
C 4.2889 2.8399 2.9464 -0.01
H 2.2768 3.1540 -3.8705 0.13
C 3.0318 -2.3801 0.5901 0.01
H -2.1820 1.7158 2.2620 0.06
H 0.1003 -4.8356 2.3072 0.13
C 3.0655 -0.8050 -2.9254 -0.29
C 3.9478 0.0970 -3.7281 0.01
Os 1.0153 -0.4799 -1.6319 0.96
H -4.3740 3.1877 2.9564 0.03
C -4.2802 2.8774 3.9974 -0.39
H 0.9719 -3.4378 -0.8911 0.14
H 2.8108 1.7871 -1.8812 0.09
C 2.0901 2.5834 2.0177 -0.08
C -2.5360 0.1152 -0.2232 -0.34
C -2.9462 1.0138 -1.2116 -0.15
H 4.9757 3.3828 3.5819 0.13
C 1.8108 2.1677 -2.0186 -0.11
C 2.0357 -1.5311 -3.5255 -0.09
H -1.4912 2.1979 3.8251 0.09
C -0.3380 -3.0168 1.2614 -0.13
C -4.7083 0.3505 0.8210 -0.04
C 1.2695 -2.5052 -2.8090 -0.32
C 0.0214 0.0334 2.6439 -0.19
H -0.1087 -2.8593 -4.4188 0.09
H 4.0233 -0.3932 -1.0619 0.13
C 3.2477 -0.9821 -1.5307 -0.08
H -1.1183 2.5593 -0.2803 0.11
C -1.2946 0.0836 3.3964 -0.26
H 5.7565 1.4020 2.3329 0.13
C -0.5793 -4.3252 1.6377 -0.04
C 4.7292 1.7275 2.2443 -0.02
N -2.7866 -1.8685 -3.0580 0.16
C -2.5978 -4.3198 0.3215 -0.02
C 0.8312 1.9595 -1.0129 -0.41
Se -0.5639 0.0809 -3.5204 0.87
C -0.6287 3.5094 -2.1287 -0.02
H -1.5460 4.0827 -2.1649 0.14
H 2.3656 -3.1144 1.0350 0.08
H -1.9044 -6.0035 1.4521 0.13
H -3.6397 3.5687 4.5424 0.04
H -6.0975 1.6549 -0.1606 0.13
H 3.1443 -1.5332 1.2652 0.08
P 1.2412 0.7969 0.2736 0.88
H 4.4119 0.8753 -3.1242 0.10
H 0.5051 -0.9204 2.8452 0.10
C -1.9305 -1.1163 -3.2237 -0.70
H -5.2651 2.8713 4.4594 0.04
H 1.8143 -1.3653 -4.5723 0.14
C -1.2339 -2.3406 0.4250 -0.35
H 0.6807 0.8127 3.0192 0.10
H -1.9398 -0.7442 3.0987 0.09
```

---

Below is a cluster of 2 separate species, C38H41N3O5 in total at a distorted geometry, with properties calculated with ωB97M-V/def2-TZVPD.

Values from the calculation:
E_HOMO ... -7.039 eV
Kohn-Sham gap ... 0.2219 Eh
Energy relative to the best compared isomer or geometry (same formula, charge and spin) ... 0.0 kJ/mol

The geometry in XYZ format:
```
87
Properties=species:S:1:pos:R:3:lowdin_charge:R:1
C 1.2594 2.1414 -1.2690 -0.01
H -7.7063 -3.8033 1.2126 0.13
H 0.5478 2.0246 0.8581 0.11
C -6.8500 -3.5375 1.8508 -0.18
H -7.2274 0.9774 0.6607 0.13
N 4.8201 2.4790 -7.0424 -0.32
C -8.0198 -1.4599 2.0011 -0.17
C 1.6099 0.1660 1.0938 -0.21
H -1.5352 3.8582 -3.4895 0.12
C -4.3366 -3.5619 1.9246 -0.14
C 3.8822 3.3792 -4.9545 0.02
H 2.9235 4.0375 -3.1619 0.12
C 2.9835 1.8614 -3.2686 -0.11
H 5.1652 1.7414 2.1563 0.12
H 4.0412 4.3815 -5.3455 0.12
C -3.1285 -1.3422 1.4336 0.04
H -0.2592 5.0698 -3.3513 0.13
C 3.2321 3.1629 -3.7377 -0.01
C -6.8836 0.7528 1.6818 -0.15
C 0.3474 2.7355 -2.2597 -0.48
H -7.1204 -3.8767 2.8662 0.13
C -5.5920 0.0128 1.5810 -0.15
H -8.5434 -1.5197 1.0241 0.13
O 3.0629 0.5791 -1.3358 0.04
C -0.7810 0.3507 0.5072 -0.10
C 4.3284 2.2755 -5.7109 -0.16
H 4.4785 0.1093 -5.8175 0.12
N 5.0917 -2.0759 1.8917 -0.07
C 3.9083 -4.1976 1.3711 -0.17
C 5.2953 0.7815 1.6431 -0.14
C 3.9416 -1.3577 1.7256 -0.09
H -8.9159 0.4491 2.2661 0.11
O 5.1088 1.4686 -7.7288 0.04
H -0.7802 -0.6427 0.0577 0.12
H 0.5541 -1.7020 1.3368 0.10
C 0.4899 0.9613 0.6119 -0.03
C -5.5901 -4.2360 1.3804 -0.17
C 2.8489 0.7739 1.3430 -0.01
C 2.6629 -3.4800 1.9067 -0.14
H -8.6324 -2.0381 2.7060 0.12
H -7.7509 0.0176 3.5197 0.12
H 1.7682 -3.9333 1.4816 0.11
C -3.1665 0.0673 1.1509 -0.22
H -4.3211 -3.7443 3.0091 0.13
C 3.5005 0.7789 -4.0113 -0.01
H -2.8864 5.0457 -1.7434 0.07
C 5.1829 -3.5207 1.8367 -0.17
O -0.4207 3.7455 -1.7527 -0.03
C 2.3912 1.4823 -1.8786 -0.31
H 2.9188 1.8595 1.3446 0.13
H 5.5914 1.0100 0.6071 0.13
H -4.4751 1.7865 1.1489 0.12
H 6.8391 -1.5548 0.8940 0.14
H 3.9067 -4.2319 0.2730 0.12
H 1.5955 2.8498 -0.4426 0.14
C -7.9477 -0.0127 2.4465 -0.17
C 1.5402 -1.2443 1.3266 0.04
C 3.9991 0.0552 1.5920 -0.15
C -2.0291 0.8752 0.7934 0.00
O 4.9155 3.6494 -7.4776 0.04
C -5.5572 -1.4062 1.7140 -0.09
H -5.6560 -5.2708 1.7275 0.11
H -6.6968 1.7085 2.1728 0.12
C -1.0411 4.5366 -2.7880 -0.24
H 3.4005 -0.2326 -3.6242 0.12
H 5.4563 -3.8837 2.8401 0.13
H -3.4557 -4.0376 1.4951 0.11
C 6.4018 -0.0100 2.3335 -0.17
H 7.3709 0.4182 2.0750 0.11
C -2.0338 5.5312 -2.2270 -0.08
H 2.6443 -3.6449 3.0005 0.13
H -5.5909 -4.2546 0.2833 0.12
C -4.4239 0.7062 1.3023 0.01
C 2.6717 -2.0063 1.6167 -0.13
C 4.1453 0.9629 -5.2315 0.02
H -2.1597 -1.8608 1.4172 0.11
H 3.9376 -5.2269 1.7454 0.11
H 7.0364 -2.0595 2.5855 0.12
H -2.4242 6.1192 -3.0626 0.08
H -2.1961 1.9609 0.7865 0.12
C 6.4106 -1.4624 1.9098 -0.16
H 6.2759 0.0411 3.4189 0.12
H -1.5944 6.2315 -1.5122 0.07
N -6.7266 -2.0984 1.8827 -0.08
O 0.2441 2.4318 -3.4561 0.06
C -4.2917 -2.0787 1.6778 -0.14
H 6.0192 -3.7946 1.1802 0.12
```